No. 1
15
Properties=species:S:1:pos:R:3 method="wB97M-V/def2-TZVPD" total_charge=-1 energy_ev=-18646.554 homo_energy_ev="-1.827 / -2.156"
C 2.59788 -0.13875 -0.97905
C 0.12828 0.55842 1.18355
C -0.85214 0.21868 0.26017
C -0.83917 -1.21046 -0.18507
N -1.81421 1.09355 -0.02867
O -2.78503 0.91400 -0.92916
S 2.06988 1.27153 -0.22612
H 2.92806 -0.86938 -0.24920
H 2.11501 -0.21947 -1.99646
H 0.09233 1.26225 1.88123
H 0.75708 -0.18954 1.55004
H -1.13001 -1.72502 0.63484
H 0.11371 -1.49130 -0.51480
H -1.39817 -1.32811 -1.09055
H -1.98351 1.85358 0.68924

No. 2
79
Properties=species:S:1:pos:R:3 method="wB97M-V/def2-TZVPD" spin_multiplicity=2 energy_ev=-112887.753 homo_energy_ev="-7.544 / -7.631"
Mg -1.06151 -1.20183 -0.27498
N -1.01910 -2.84615 1.20228
N -1.83635 -2.34902 2.24894
C -1.88537 -0.92131 2.39926
O -2.25148 -0.49848 3.47931
O -1.57456 -0.25789 1.34765
H -1.42273 -3.70041 0.83435
H -0.07325 -3.04674 1.51660
H -1.72789 -2.81494 3.13921
C -4.61168 0.34458 -3.01033
C -4.66491 -1.12020 -2.59634
As -3.73168 -1.50977 -0.92491
C -4.92171 -0.80066 0.45335
C -4.74866 0.68819 0.72967
C -4.14391 -3.41487 -0.75379
C -3.41475 -4.27731 -1.77642
H -5.02641 0.48013 -4.01034
H -3.58625 0.72026 -3.02388
H -5.18258 0.97598 -2.33047
H -4.19327 -1.74671 -3.35581
H -5.69437 -1.46911 -2.48283
H -4.68427 -1.37977 1.34926
H -5.94724 -1.04914 0.16690
H -3.72412 0.91342 1.02452
H -5.40417 0.99824 1.54461
H -4.99639 1.29726 -0.14034
H -5.22815 -3.52851 -0.83257
H -3.87515 -3.68762 0.27014
H -3.75961 -4.06538 -2.79036
H -3.59657 -5.33737 -1.59148
H -2.33739 -4.09957 -1.76184
C -1.13555 -1.39877 -3.96069
C -0.41650 -1.27581 -2.63128
O -0.43590 -2.30368 -1.83699
N 0.10415 -0.12055 -2.34990
Te 1.64871 -0.24892 -0.58249
C 3.46393 -0.33026 0.64799
C 3.50813 -1.25966 1.68827
C 2.40064 -2.23959 1.97052
C 4.62499 -1.27677 2.52253
C 5.68811 -0.40753 2.33482
C 6.89078 -0.43916 3.23734
C 5.62854 0.47857 1.26810
C 4.53679 0.53197 0.40606
C 4.56967 1.50604 -0.73656
C 1.27727 1.79461 -0.17565
C 1.11901 2.19826 1.15561
C 1.26037 1.29598 2.35113
C 0.85624 3.54327 1.41390
C 0.75364 4.48222 0.40250
C 0.45896 5.92526 0.70632
C 0.93687 4.05474 -0.90567
C 1.20399 2.72774 -1.22193
C 1.41823 2.40349 -2.67548
H -0.40120 -1.46895 -4.76376
H -1.74352 -0.51482 -4.15218
H -1.75470 -2.29369 -3.96307
H 2.03684 -2.72307 1.06142
H 1.55381 -1.73742 2.45118
H 2.75104 -3.02065 2.64489
H 4.66073 -1.99165 3.33822
H 6.73083 -1.10255 4.08664
H 7.11933 0.55501 3.62414
H 7.77454 -0.79011 2.70101
H 6.46309 1.14946 1.08910
H 5.59239 1.83147 -0.92552
H 3.96663 2.38996 -0.52170
H 4.17848 1.06222 -1.65227
H 1.11874 0.24825 2.10241
H 0.51535 1.55145 3.10413
H 2.25641 1.40440 2.78887
H 0.72611 3.85475 2.44486
H 0.42371 6.10099 1.78077
H -0.50285 6.22504 0.28603
H 1.21972 6.58119 0.27994
H 0.88237 4.77797 -1.71363
H 1.97104 3.21485 -3.15180
H 0.46478 2.28568 -3.19021
H 1.96079 1.47348 -2.82728

No. 3
65
Properties=species:S:1:pos:R:3 method="wB97M-V/def2-TZVPD" total_charge=+1 energy_ev=-453595.645 homo_energy_ev=-11.602
C -1.46216 0.58744 -2.73338
C -1.11430 1.71864 -2.12528
C 0.16359 2.40753 -2.50463
O 0.14870 3.29979 -3.31644
O 1.28234 1.92381 -1.90188
C 2.16431 2.94435 -1.38451
C 1.63885 3.57629 -0.07419
C 2.52380 3.19978 1.12997
C 1.73437 2.56801 2.28015
C 0.87392 1.38743 1.77711
C 1.03009 0.07539 2.56919
N 1.59946 -0.97515 1.70388
C 2.95254 -1.53817 1.85541
O 3.74310 -0.78903 2.73757
O 4.99760 -0.60351 2.09791
C 0.87614 -1.45563 0.71295
N -0.38761 -1.05731 0.46320
C -0.78978 -1.71199 -0.60862
N 0.18797 -2.51450 -1.04089
N 1.24733 -2.38944 -0.21076
H -0.72289 0.08949 -3.34253
H -2.44974 0.17206 -2.61818
H -1.72914 2.13568 -1.33901
H 2.30905 3.69743 -2.15664
H 3.12483 2.45920 -1.24154
H 0.61980 3.21067 0.03280
H 1.63840 4.65100 -0.22786
H 2.99358 4.11035 1.49813
H 3.31806 2.51243 0.83599
H 2.43170 2.21462 3.03946
H 1.09100 3.31897 2.73515
H 1.18353 1.18377 0.75127
H -0.17793 1.65171 1.72552
H 1.59522 0.17450 3.48283
H 0.03676 -0.25863 2.86193
H 2.88603 -2.57635 2.19644
H 3.41858 -1.50236 0.86896
H 5.09784 0.35530 2.00301
H -1.75931 -1.62045 -1.09333
H 0.10419 -3.09608 -1.85906
H 2.12874 -2.86127 -0.31620
Br 2.77167 -1.40524 5.22301
C 1.94243 -1.44151 6.98458
C 0.47115 -1.13432 6.89992
Br 0.15342 0.76371 6.60599
H 2.48994 -0.73595 7.60045
H 2.09990 -2.44908 7.36342
H -0.02390 -1.36947 7.83928
H -0.02204 -1.66249 6.09039
Br -1.29550 2.13092 -7.95979
C -2.20519 0.41613 -7.84675
C -3.41155 0.48686 -6.94990
Br -2.89702 0.51004 -5.06638
H -1.47089 -0.30730 -7.50754
H -2.50261 0.17894 -8.86568
H -4.02973 -0.40037 -7.07105
H -4.01487 1.37215 -7.12159
Br -4.07749 -1.09315 -0.79004
C -4.79430 -2.75584 -0.06205
C -4.77871 -3.86306 -1.08256
Br -6.19855 -3.65183 -2.38961
H -5.79118 -2.52991 0.30105
H -4.15068 -3.00060 0.78089
H -4.96621 -4.82115 -0.60267
H -3.84666 -3.91322 -1.63724

No. 4
29
Properties=species:S:1:pos:R:3 method="wB97M-V/def2-TZVPD" energy_ev=-14641.238 homo_energy_ev="-7.033 / -7.038"
C 0.52378 0.59092 -2.59108
C -0.42240 0.05915 -1.84299
C 1.72323 1.08063 -0.60256
C 1.77239 1.36329 -2.08852
C 1.87729 -0.39326 -0.30342
C -1.03941 -1.55709 2.00919
C -1.68452 -0.19049 1.89619
C 0.45662 -1.24720 1.76817
C -1.91978 0.10207 0.33129
C 0.56348 -1.02590 0.25234
C -0.46441 0.02285 -0.24429
N 0.11400 2.67996 -0.00996
N 0.54637 1.44994 -0.11587
H 0.50884 0.47213 -3.78363
H -1.33355 -0.29666 -2.43424
H 2.69112 1.02521 -2.52892
H 1.69683 2.40539 -2.20007
H 1.79524 -0.86735 -1.31693
H 2.76504 -0.72085 0.08497
H -1.19659 -1.91564 3.06135
H -1.46379 -2.30238 1.34049
H -2.68164 -0.07831 2.33286
H -1.09658 0.65588 2.38778
H 0.68407 -0.34595 2.40211
H 1.05047 -2.11409 2.19014
H -2.55594 -0.70929 -0.13793
H -2.36985 1.08692 0.21684
H 0.30683 -1.90431 -0.26087
H -0.84714 2.67443 0.18756